Entry 1:
The following is a DFT calculation (the ωB97M-V functional and the def2-TZVPD basis) of 2 unconnected molecules or ions with the total composition C4H9NO at a distorted geometry.

The geometry in XYZ format:
```
15
Properties=species:S:1:pos:R:3:nbo_charge:R:1
C 1.46 -1.63 -0.30 -0.3991
C 1.70 -1.10 0.88 -0.1674
C 0.31 -0.97 1.76 -0.6533
H 2.18 -1.73 -1.15 0.1994
H 0.50 -2.15 -0.51 0.1852
H 2.62 -0.81 1.30 0.2071
H -0.21 -1.93 1.74 0.2147
H 0.67 -0.59 2.72 0.2110
H -0.40 -0.22 1.66 0.2030
N -1.13 1.33 -0.96 -0.8165
C -1.56 2.45 -1.59 0.5099
O -1.37 2.61 -2.81 -0.6084
H -0.87 0.60 -1.62 0.4097
H -1.56 1.11 -0.09 0.3870
H -2.36 3.02 -1.04 0.1177
```

Calculated values
* energy: -7829.69098 eV
* energy above the lowest of the compared OMol25 structures with the same formula, charge and spin: 60.63 kcal/mol
* lowest unoccupied orbital energy: 0.76 eV
* total charge: 0
* gap between HOMO and LUMO: 10.66 eV
* SMILES string: C=CC.NC=O

---

Entry 2:
The following is a DFT calculation (the ωB97M-V functional and the def2-TZVPD basis) of a gas-phase ion, C4H9NO2 (charge -2) at a distorted geometry.

The geometry in XYZ format:
```
16
Properties=species:S:1:pos:R:3:nbo_charge:R:1
N -0.76 1.47 -0.40 -0.8662
C 0.26 0.39 -0.42 -0.0846
C 0.19 -0.27 -1.84 -0.0184
O 0.55 0.54 -2.85 -0.9975
C 0.04 -0.64 0.68 -0.4491
C 0.21 -0.27 2.17 0.0005
O 0.80 -1.19 2.95 -0.9872
H -1.62 0.95 -0.61 0.3176
H -0.58 1.91 -1.32 0.3596
H 1.27 0.80 -0.36 0.1652
H -0.88 -0.61 -1.90 0.0420
H 0.79 -1.20 -1.77 0.0732
H -0.88 -1.23 0.47 0.1526
H 0.79 -1.44 0.51 0.1950
H -0.84 0.03 2.51 0.0381
H 0.66 0.77 2.18 0.0593
```

Calculated values
* energy: -9875.15104 eV
* energy above the lowest of the compared OMol25 structures with the same formula, charge and spin: 4.59 kcal/mol
* lowest unoccupied orbital energy: 7.32 eV
* total charge: -2
* gap between HOMO and LUMO: 6.40 eV
* SMILES string: N[C@H](C[O-])CC[O-]

---

Entry 3:
The following is a DFT calculation (the ωB97M-V functional and the def2-TZVPD basis) of C4H9NO2 in the gas phase at a distorted geometry.

The geometry in XYZ format:
```
16
Properties=species:S:1:pos:R:3:nbo_charge:R:1
N -1.74 0.67 -0.67 -0.8477
C -1.27 1.07 0.55 0.6781
O -2.00 1.58 1.38 -0.6170
C 0.26 0.97 0.74 -0.5140
C 1.05 -0.37 0.81 -0.4373
C 0.57 -1.36 -0.25 -0.0783
O 0.71 -0.67 -1.51 -0.7517
H -2.71 0.86 -0.90 0.4006
H -1.10 0.38 -1.40 0.4138
H 0.69 1.45 -0.14 0.2278
H 0.47 1.58 1.62 0.2404
H 2.14 -0.15 0.61 0.2172
H 1.44 -0.74 1.76 0.2370
H 1.22 -2.24 -0.22 0.1746
H -0.47 -1.70 -0.17 0.1778
H 0.74 -1.32 -2.21 0.4788
```

Calculated values
* energy: -9878.79121 eV
* energy above the lowest of the compared OMol25 structures with the same formula, charge and spin: 29.27 kcal/mol
* lowest unoccupied orbital energy: 0.60 eV
* total charge: 0
* gap between HOMO and LUMO: 10.08 eV
* SMILES string: NC(=O)CCCO

---

Entry 4:
The following is a DFT calculation (the ωB97M-V functional and the def2-TZVPD basis) of C4H9NO2 in the gas phase at a distorted geometry.

The geometry in XYZ format:
```
16
Properties=species:S:1:pos:R:3:nbo_charge:R:1
N -0.01 -0.78 1.48 -0.8236
C 0.10 0.44 0.72 -0.1227
C -1.40 0.99 0.43 0.3726
O -2.30 0.43 1.02 -0.5684
C -0.11 0.09 -1.03 -0.4516
C 1.13 -0.74 -1.49 -0.0783
O 2.36 -0.23 -0.91 -0.7198
H -0.63 -0.62 2.27 0.3785
H -0.52 -1.44 0.88 0.3553
H 0.84 1.17 1.14 0.2235
H -1.70 1.63 -0.42 0.1436
H 0.05 1.09 -1.47 0.2220
H -0.97 -0.56 -1.22 0.2467
H 1.37 -0.70 -2.58 0.1934
H 0.98 -1.72 -1.05 0.1698
H 2.07 0.51 -0.36 0.4588
```

Calculated values
* energy: -9876.02919 eV
* energy above the lowest of the compared OMol25 structures with the same formula, charge and spin: 92.97 kcal/mol
* lowest unoccupied orbital energy: 0.66 eV
* total charge: 0
* gap between HOMO and LUMO: 10.09 eV
* SMILES string: N[C@H](C=O)CCO

---

Entry 5:
The following is a DFT calculation (the ωB97M-V functional and the def2-TZVPD basis) of C4H9NO2 in the gas phase at a distorted geometry.

The geometry in XYZ format:
```
16
Properties=species:S:1:pos:R:3:nbo_charge:R:1
O 0.81 -3.36 0.63 -0.6080
C 0.39 -2.48 -0.09 0.5258
N -0.48 -1.52 0.32 -0.6236
C -0.82 -0.34 -0.51 -0.2235
C -0.72 0.94 0.27 -0.4360
C 0.70 1.45 0.45 -0.0617
O 1.33 1.77 -0.79 -0.7260
H 0.72 -2.43 -1.14 0.1107
H -0.63 -1.45 1.32 0.3975
H -0.08 -0.32 -1.31 0.2136
H -1.77 -0.51 -0.99 0.1961
H -1.16 0.90 1.25 0.2070
H -1.30 1.70 -0.26 0.2080
H 0.66 2.35 1.08 0.1693
H 1.32 0.66 0.88 0.1841
H 1.03 2.65 -1.09 0.4669
```

Calculated values
* energy: -9878.87029 eV
* energy above the lowest of the compared OMol25 structures with the same formula, charge and spin: 27.45 kcal/mol
* lowest unoccupied orbital energy: 0.70 eV
* total charge: 0
* gap between HOMO and LUMO: 10.42 eV
* SMILES string: O=CNCCCO

---

Entry 6:
The following is a DFT calculation (the ωB97M-V functional and the def2-TZVPD basis) of a molecular structure, C4H9NO2.

The geometry in XYZ format:
```
16
Properties=species:S:1:pos:R:3:nbo_charge:R:1
C -0.59 0.32 -1.42 -0.5145
C 1.24 -0.83 -0.60 -0.2675
C 1.21 -0.87 0.80 -0.6850
C -0.68 1.04 -0.26 0.4468
O -1.90 -0.61 0.76 -0.5934
O 0.04 2.19 -0.14 -0.6758
N -1.04 0.53 0.94 -0.3342
H -2.44 -0.57 1.56 0.4768
H -0.14 2.56 0.73 0.4902
H -0.24 0.80 -2.32 0.2238
H -1.22 -0.55 -1.52 0.2367
H 0.91 -1.69 -1.17 0.2047
H 1.90 -0.15 -1.11 0.2051
H 1.95 -0.29 1.33 0.2270
H 0.91 -1.79 1.28 0.2297
H 0.08 -0.09 1.15 0.3296
```

Calculated values
* energy: -9874.69074 eV
* energy above the lowest of the compared OMol25 structures with the same formula, charge and spin: 123.83 kcal/mol
* lowest unoccupied orbital energy: 0.94 eV
* total charge: 0
* gap between HOMO and LUMO: 9.66 eV

---

Entry 7:
The following is a DFT calculation (the ωB97M-V functional and the def2-TZVPD basis) of 2 unconnected molecules or ions with the total composition C4H9NO2 at a distorted geometry.

The geometry in XYZ format:
```
16
Properties=species:S:1:pos:R:3:nbo_charge:R:1
C 3.08 -0.98 2.24 1.0054
C -0.58 -0.57 -1.59 -0.6943
C -1.84 0.24 0.34 -0.6911
C -0.55 -0.41 -0.05 -0.2167
N 0.36 0.94 -0.09 -0.7798
O 2.20 -1.36 2.80 -0.4732
O 3.85 -0.59 1.51 -0.5333
H -1.33 -1.31 -1.88 0.2233
H -0.65 0.34 -2.17 0.1468
H 0.43 -1.02 -1.82 0.1986
H -2.03 1.08 -0.40 0.1330
H -1.85 0.53 1.43 0.2101
H -2.77 -0.35 0.15 0.2273
H 0.87 0.92 -0.97 0.4050
H 1.12 0.84 0.64 0.4332
H -0.32 1.69 -0.14 0.4055
```

Calculated values
* energy: -9875.98053 eV
* energy above the lowest of the compared OMol25 structures with the same formula, charge and spin: 94.09 kcal/mol
* lowest unoccupied orbital energy: 0.33 eV
* total charge: 0
* gap between HOMO and LUMO: 7.17 eV

---

Entry 8:
The following is a DFT calculation (the ωB97M-V functional and the def2-TZVPD basis) of C4H9NO2 in the gas phase at a distorted geometry.

The geometry in XYZ format:
```
16
Properties=species:S:1:pos:R:3:nbo_charge:R:1
C -1.13 1.50 -0.26 -0.6108
C -0.31 0.30 0.24 -0.0902
C -1.05 -1.02 0.09 -0.0573
O -0.49 -2.05 0.86 -0.7277
N 0.95 0.24 -0.47 -0.6978
C 2.19 -0.34 -0.02 0.4773
O 2.30 -1.30 0.71 -0.5601
H -0.56 2.43 -0.20 0.2201
H -2.03 1.61 0.35 0.2230
H -1.44 1.35 -1.30 0.2046
H -0.06 0.44 1.30 0.2073
H -2.08 -0.89 0.42 0.1747
H -1.06 -1.27 -0.99 0.1470
H 0.48 -2.01 0.79 0.4869
H 0.94 0.39 -1.48 0.3928
H 2.45 0.73 -0.26 0.2102
```

Calculated values
* energy: -9876.84676 eV
* energy above the lowest of the compared OMol25 structures with the same formula, charge and spin: 74.11 kcal/mol
* lowest unoccupied orbital energy: 0.80 eV
* total charge: 0
* gap between HOMO and LUMO: 10.31 eV
* SMILES string: C[C@@H](CO)NC=O

---

Entry 9:
The following is a DFT calculation (the ωB97M-V functional and the def2-TZVPD basis) of C4H9NO2 in the gas phase at a distorted geometry.

The geometry in XYZ format:
```
16
Properties=species:S:1:pos:R:3:nbo_charge:R:1
C -1.46 0.81 0.87 -0.6883
C -1.73 -0.63 0.06 -0.2145
N -0.64 -0.84 -0.86 -0.6540
C 0.43 -0.45 -0.06 0.9137
O 0.73 -1.01 0.97 -0.6123
O 1.13 0.56 -0.62 -0.5367
C 2.51 0.20 -0.57 -0.2551
H -1.26 1.73 0.28 0.2147
H -2.42 0.91 1.33 0.2141
H -0.73 0.89 1.72 0.2378
H -1.65 -1.41 0.82 0.2186
H -2.69 -0.78 -0.49 0.2087
H -0.72 -0.30 -1.72 0.3799
H 2.98 0.76 -1.38 0.1928
H 2.94 0.42 0.40 0.1941
H 2.58 -0.87 -0.76 0.1863
```

Calculated values
* energy: -9877.86988 eV
* energy above the lowest of the compared OMol25 structures with the same formula, charge and spin: 50.52 kcal/mol
* lowest unoccupied orbital energy: 0.95 eV
* total charge: 0
* gap between HOMO and LUMO: 10.71 eV
* SMILES string: CCNC(=O)OC

---

Entry 10:
The following is a DFT calculation (the ωB97M-V functional and the def2-TZVPD basis) of C4H9NO2 in the gas phase at a distorted geometry.

The geometry in XYZ format:
```
16
Properties=species:S:1:pos:R:3:nbo_charge:R:1
N -1.41 0.53 0.37 -0.8339
C -0.13 0.25 -0.27 -0.0536
C -0.15 -1.05 -1.08 -0.0732
O -1.45 -1.40 -1.56 -0.7478
C 1.04 0.23 0.75 -0.5162
C 1.30 1.61 1.24 0.4497
O 2.27 2.28 1.11 -0.5078
H -2.13 0.59 -0.33 0.3804
H -1.58 -0.15 1.09 0.3552
H 0.11 1.05 -0.98 0.1892
H 0.50 -1.04 -1.95 0.1731
H 0.16 -1.87 -0.42 0.1517
H -1.63 -2.33 -1.64 0.4818
H 1.83 -0.25 0.17 0.2236
H 0.82 -0.43 1.60 0.2208
H 0.47 1.97 1.89 0.1069
```

Calculated values
* energy: -9878.02115 eV
* energy above the lowest of the compared OMol25 structures with the same formula, charge and spin: 47.03 kcal/mol
* lowest unoccupied orbital energy: 0.63 eV
* total charge: 0
* gap between HOMO and LUMO: 9.97 eV
* SMILES string: N[C@H](CO)CC=O

---

Entry 11:
The following is a DFT calculation (the ωB97M-V functional and the def2-TZVPD basis) of C4H9NO2 in the gas phase at a distorted geometry.

The geometry in XYZ format:
```
16
Properties=species:S:1:pos:R:3:nbo_charge:R:1
C -2.51 0.35 1.00 -0.2493
O -1.30 -0.30 0.64 -0.5469
C -0.72 0.27 -0.51 -0.0712
C 0.76 -0.13 -0.75 -0.2350
N 1.59 0.08 0.43 -0.6668
C 2.75 -0.55 -0.13 0.5336
O 3.42 0.00 -0.96 -0.5316
H -2.34 1.39 1.30 0.1701
H -3.24 0.35 0.17 0.1681
H -2.94 -0.20 1.84 0.1980
H -0.72 1.37 -0.40 0.1779
H -1.32 0.05 -1.41 0.1776
H 1.13 0.51 -1.54 0.2195
H 1.29 -1.17 -1.14 0.1615
H 1.18 -0.45 1.20 0.3721
H 2.96 -1.56 0.25 0.1227
```

Calculated values
* energy: -9876.83396 eV
* energy above the lowest of the compared OMol25 structures with the same formula, charge and spin: 74.41 kcal/mol
* lowest unoccupied orbital energy: 0.92 eV
* total charge: 0
* gap between HOMO and LUMO: 10.65 eV
* SMILES string: COCCNC=O

---

Entry 12:
The following is a DFT calculation (the ωB97M-V functional and the def2-TZVPD basis) of C4H9NO2 in the gas phase.

The geometry in XYZ format:
```
16
Properties=species:S:1:pos:R:3:nbo_charge:R:1
N -0.89 -1.53 -0.62 -0.8471
C -1.45 -0.30 -0.85 0.6740
O -2.65 -0.15 -1.04 -0.6165
C -0.46 0.86 -0.84 -0.5066
C 0.18 1.18 0.52 -0.4073
C 0.95 0.02 1.14 -0.0749
O 1.80 -0.54 0.14 -0.7468
H -1.49 -2.34 -0.77 0.4003
H 0.11 -1.64 -0.64 0.4103
H 0.33 0.64 -1.56 0.2278
H -1.02 1.73 -1.19 0.2376
H 0.88 2.01 0.36 0.2112
H -0.57 1.52 1.24 0.2161
H 1.54 0.39 1.99 0.1719
H 0.26 -0.74 1.52 0.1719
H 2.46 -1.10 0.58 0.4782
```

Calculated values
* energy: -9879.52265 eV
* energy above the lowest of the compared OMol25 structures with the same formula, charge and spin: 12.41 kcal/mol
* lowest unoccupied orbital energy: 0.60 eV
* total charge: 0
* gap between HOMO and LUMO: 10.13 eV
* SMILES string: NC(=O)CCCO